Formula: C5H9N3
Source: OMol25
Level of theory: the ωB97M-V functional and the def2-TZVPD basis

Summary:
- HOMO-LUMO gap: 9.9 eV
- Structure (SMILES): NN=C1C[C@@H]2N[C@H]2C1
- Calculated total energy: -9795.109 eV
- HOMO: -9.075 eV

Bonds (Å) are listed after each position.
Geometry (Å):
1 C 0.702 0.261 -0.005  C2 1.582, C5 1.623, N16 1.336
2 C -0.004 -1.133 -0.254  C1 1.582, C3 1.509, H8 1.041, H9 1.165
3 C -1.307 -0.525 0.205  C2 1.509, C4 1.370, H10 1.132, N17 1.441
4 C -1.552 0.606 -0.528  C3 1.370, C5 1.534, H12 1.090, N17 1.514
5 C -0.411 1.439 0.070  C1 1.623, C4 1.534, H13 1.186, H14 1.124
6 H 2.464 -1.158 0.191  N15 1.060
7 H 3.691 -0.100 0.454  N15 0.996
8 H 0.140 -1.468 -1.229  C2 1.041
9 H 0.493 -1.907 0.460  C2 1.165
10 H -1.184 -0.418 1.325  C3 1.132
11 H -3.224 -0.204 0.757  N17 1.080
12 H -1.419 0.539 -1.608  C4 1.090
13 H -0.398 1.650 1.236  C5 1.186
14 H -0.236 2.368 -0.538  C5 1.124
15 N 2.976 -0.318 -0.204  H6 1.060, H7 0.996, N16 1.440
16 N 1.955 0.698 -0.162  C1 1.336, N15 1.440
17 N -2.685 -0.333 -0.169  C3 1.441, C4 1.514, H11 1.080